No. 1
Computed, not measured: the ion C3H5N2 with charge +1, with ωB97M-V with the def2-TZVPD basis set.

The geometry in ORCA input format:
```
! wB97M-V def2-TZVPD RIJCOSX def2/J DEFGRID3
* xyz 1 1
C -0.50653 -0.16516 0.11920
H 1.54261 0.54327 1.50214
C 1.49099 0.84954 0.44691
N -0.92527 -0.50170 1.24881
H 2.36163 1.41963 -0.01403
H -1.58649 -2.10598 -0.32791
H 0.42688 0.60724 -1.36221
N 0.59713 0.35864 -0.35080
C -1.65583 -0.98970 -0.09859
H -2.70133 -0.62598 -0.12597
*
```

## Properties
orbital gap = 0.313 Eh
SMILES = C=[NH+]C1=NC1
energy relative to the best compared isomer or geometry (same formula, charge and spin) = 110.1 kcal/mol



No. 2
Computed, not measured: a structure of composition C3H5N2, with ωB97M-V with the def2-TZVPD basis set.

The geometry in ORCA input format:
```
! wB97M-V def2-TZVPD RIJCOSX def2/J DEFGRID3
* xyz 1 1
C 0.78052 0.78432 -0.49975
N -0.18386 -0.06366 -0.73273
H 1.84665 0.66605 -1.32150
H -1.72451 -1.63292 1.20665
N 0.58790 1.88793 0.14229
C -0.93270 -2.08046 0.49654
H 1.39186 2.43077 0.06601
C -0.29417 -1.10651 -0.16928
H -1.16901 -3.15673 0.59991
H -0.30267 2.27121 0.21186
*
```

## Properties
orbital gap = 0.338 Eh
energy relative to the best compared isomer or geometry (same formula, charge and spin) = 101.4 kcal/mol



No. 3
Computed, not measured: a structure of composition C3H5N2, with ωB97M-V with the def2-TZVPD basis set.

The geometry in ORCA input format:
```
! wB97M-V def2-TZVPD RIJCOSX def2/J DEFGRID3
* xyz 1 1
N 0.57528 -0.49886 1.32970
H -0.38922 -1.96477 0.09287
H -0.21181 -0.15130 -1.89449
C 0.20911 0.70846 1.20262
H 0.26859 1.33706 2.06936
C -0.64858 0.52708 -0.05094
C -0.24619 -0.91215 0.09023
H 1.35889 -0.11746 -1.19809
H -1.24756 1.19939 -0.59676
N 0.33150 -0.12745 -1.04450
*
```

## Properties
orbital gap = 0.406 Eh
energy relative to the best compared isomer or geometry (same formula, charge and spin) = 118.0 kcal/mol